# 1
Molecular formula: C46H74N5O23
Method: DFT, ωB97M-V/def2-TZVPD

## Properties
- molecular weight (g mol⁻¹) = 1065.11
- Kohn-Sham gap (eV) = 3.8
- max |F| (hartree/bohr) = 0.1227
- E_LUMO (eV) = -0.6178
- charge = -1

Geometry (Å):
C: 0.7911 -1.2395 -0.6162
C: -0.0223 -0.3321 0.3244
O: 0.5873 0.4540 1.1224
O: -1.2877 -0.3472 0.2825
H: 0.7643 -0.8288 -1.6255
H: 0.3198 -2.2194 -0.6922
H: 1.8548 -1.2649 -0.3797
C: -1.0347 -1.9957 5.4264
C: -1.5092 -1.6550 4.0125
C: -3.0453 -1.4281 3.8773
O: -3.4093 -1.0878 2.5849
C: -3.5716 -2.1649 1.7234
N: -0.8105 -0.3558 3.8780
H: 0.0337 -1.9512 5.6374
H: -1.3974 -2.9669 5.7632
H: -1.4390 -1.3464 6.2029
H: -1.2229 -2.3198 3.1976
H: -3.3001 -0.5884 4.5239
H: -3.6396 -2.2523 4.2717
H: -4.3814 -1.9642 1.0220
H: -3.8011 -3.1066 2.2219
H: -2.7099 -2.5824 1.2025
H: -0.7875 0.0458 4.8044
H: 0.1366 -0.5779 3.6062
C: -7.3506 1.6165 2.9287
C: -5.9923 1.3960 2.3531
C: -5.8011 1.1359 0.7718
O: -4.4652 0.8342 0.3551
C: -4.3102 0.7181 -1.0920
N: -5.1879 2.5062 2.7198
H: -7.3651 1.2765 3.9642
H: -8.0555 0.8812 2.5408
H: -7.6581 2.6622 2.9280
H: -5.5187 0.5572 2.8633
H: -6.1024 1.9838 0.1567
H: -6.4620 0.3806 0.3466
H: -3.3801 0.2358 -1.3926
H: -4.4493 1.6619 -1.6193
H: -5.0939 0.0151 -1.3743
H: -5.4904 3.3529 2.2598
H: -5.3105 2.5557 3.7211
C: -1.6056 7.1885 2.7686
C: -1.2392 5.7058 2.7694
C: -0.2032 5.1390 3.7617
O: -0.1689 3.6800 3.3763
C: 0.8906 3.0264 4.0062
N: -2.5314 4.9889 2.7954
H: -1.6682 7.4661 3.8208
H: -2.4879 7.5073 2.2136
H: -0.9241 7.8492 2.2328
H: -0.8088 5.4794 1.7939
H: -0.5559 5.2221 4.7897
H: 0.7359 5.6006 3.4568
H: 1.8534 3.5364 4.0400
H: 1.0603 2.0783 3.4959
H: 0.5528 2.6158 4.9578
H: -2.8497 4.9089 3.7506
H: -3.2780 5.5842 2.4664
C: -2.8934 4.0507 -2.6439
C: -2.2549 3.7142 -1.2512
C: -0.8262 4.3018 -0.9242
O: -0.2481 3.4865 0.0897
C: 1.1185 3.9674 0.1825
N: -3.2247 4.0155 -0.3005
H: -1.9513 4.0532 -3.1921
H: -3.2819 5.0685 -2.6807
H: -3.5982 3.3134 -3.0283
H: -1.9967 2.6574 -1.3196
H: -0.9432 5.3469 -0.6374
H: -0.2991 4.1631 -1.8681
H: 1.4131 4.3032 -0.8118
H: 1.7549 3.1126 0.4112
H: 1.1715 4.6995 0.9883
H: -4.1097 3.8871 -0.7700
H: -3.2332 5.0216 -0.2126
C: 2.6488 -6.8245 1.9020
C: 3.5309 -5.5639 1.9121
C: 3.2570 -4.5479 3.0613
O: 1.9439 -4.0062 3.2524
C: 1.5620 -3.0842 2.2964
N: 4.8268 -6.0860 1.8425
H: 1.6526 -6.4430 1.6779
H: 2.6247 -7.3789 2.8402
H: 2.9663 -7.5908 1.1948
H: 3.3556 -5.0216 0.9830
H: 3.9456 -3.7139 3.1971
H: 3.3962 -5.0777 4.0037
H: 1.6589 -3.6468 1.3678
H: 2.2376 -2.2319 2.2231
H: 0.5536 -2.7217 2.4956
H: 4.8565 -6.6917 1.0348
H: 4.8820 -6.7541 2.5979
C: 2.3510 1.9445 -4.2797
C: 3.0138 2.1675 -3.1030
C: 4.0690 3.1557 -2.9325
O: 4.5442 3.4367 -1.7655
C: 4.6390 3.6587 -4.2310
C: 4.1406 3.2916 -5.4116
C: 2.9565 2.4637 -5.6066
O: 2.4341 2.2123 -6.7363
O: 4.6629 3.8030 -6.5331
O: 2.5408 1.5164 -1.9813
H: 1.5086 1.2749 -4.1882
H: 5.5252 4.2590 -4.0867
H: 4.5340 3.2250 -7.2887
H: 2.7434 2.0510 -1.2101
C: 3.5573 -3.5387 -5.6562
C: 2.4928 -2.6826 -5.5226
C: 1.6623 -2.1969 -6.7035
O: 0.6727 -1.3940 -6.5948
C: 2.0530 -2.8407 -7.9907
C: 3.0871 -3.7358 -8.0170
C: 4.0037 -4.1029 -6.9195
O: 5.1172 -4.7067 -6.9467
O: 3.3598 -4.3679 -9.1604
O: 2.2395 -2.0970 -4.3267
H: 4.0315 -3.7665 -4.7130
H: 1.4703 -2.6735 -8.8845
H: 4.0416 -5.0077 -8.9427
H: 1.3522 -1.7308 -4.3181
C: -3.4835 -4.2375 -4.8143
C: -2.3086 -3.5924 -4.9727
C: -1.5729 -3.0201 -3.7872
O: -0.4843 -2.4657 -3.7153
C: -2.3281 -3.2372 -2.5025
C: -3.4684 -3.9053 -2.4061
C: -4.2285 -4.4168 -3.5513
O: -5.3387 -4.9953 -3.5832
O: -3.9355 -4.0607 -1.1293
O: -1.7040 -3.4973 -6.2226
H: -3.8344 -4.6456 -5.7507
H: -1.9739 -2.9843 -1.5140
H: -4.8762 -4.2522 -1.1260
H: -0.8779 -3.0088 -6.2035
C: 4.3393 -0.7112 4.0692
C: 5.7250 -0.7866 3.9861
C: 6.4870 -0.0523 2.9680
O: 7.6843 0.0383 2.8879
C: 5.5653 0.7446 2.1485
C: 4.2114 0.7072 2.1463
C: 3.4867 0.0129 3.2676
O: 2.3441 -0.0211 3.5200
O: 3.2840 1.3127 1.3516
O: 6.3737 -1.3490 4.9954
H: 3.9392 -1.1682 4.9622
H: 6.0540 1.2790 1.3472
H: 2.3895 0.9863 1.4737
H: 7.3336 -1.3403 4.9933

Here are the Löwdin charges for atoms 1 to 6, given in e: -0.0337, -0.6961, -0.0877, -0.0524, 0.0475, 0.0514

# 2
Molecular formula: C46H76AsBaN8O4S3Si3
Method: DFT, ωB97M-V/def2-TZVPD

## Properties
- molecular weight (g mol⁻¹) = 1197.88
- Kohn-Sham gap (eV) = 6.7
- max |F| (hartree/bohr) = 0.0102
- E_LUMO (eV) = -2.5181
- charge = +1

Geometry (Å):
Ba: 0.3073 -0.3765 0.2481
S: 0.8782 -3.2258 -0.3397
C: 2.4222 -2.6009 -0.8499
C: 3.4064 -3.4699 -1.3606
C: 4.6257 -2.9748 -1.7497
C: 4.8756 -1.6057 -1.6396
C: 3.8704 -0.8134 -1.1428
N: 2.6743 -1.2799 -0.7473
H: 3.1724 -4.5227 -1.4312
H: 5.3838 -3.6394 -2.1444
H: 5.8168 -1.1714 -1.9436
H: 4.0039 0.2599 -1.0543
C: -2.4940 -3.5576 -1.2630
C: -2.4609 -3.8014 0.2150
C: -2.4426 -5.0921 0.7286
C: -2.4308 -5.3196 2.0941
C: -2.4451 -4.2473 2.9697
C: -2.4442 -2.9419 2.4964
C: -2.4484 -1.7753 3.4418
C: -2.4456 -2.7358 1.1153
N: -2.3535 -1.3769 0.6694
C: -3.3956 -0.7054 0.3880
C: -4.7835 -1.2804 0.3616
C: -3.2653 0.7916 0.1375
C: -4.5398 1.5811 0.2748
N: -2.1204 1.2969 -0.1125
C: -2.0144 2.7146 -0.2681
C: -2.3173 3.3240 -1.4904
C: -2.7237 2.5104 -2.6839
C: -2.2613 4.7137 -1.5679
C: -1.9039 5.4792 -0.4689
C: -1.5655 4.8521 0.7198
C: -1.6105 3.4673 0.8391
C: -1.2753 2.7999 2.1432
H: -2.5936 -4.4978 -1.8032
H: -1.5769 -3.0671 -1.5922
H: -3.3425 -2.9238 -1.5267
H: -2.4341 -5.9278 0.0405
H: -2.4145 -6.3314 2.4751
H: -2.4479 -4.4201 4.0389
H: -2.5516 -2.1189 4.4689
H: -3.2717 -1.0868 3.2375
H: -1.5185 -1.2033 3.3679
H: -4.7537 -2.3546 0.5258
H: -5.2552 -1.0800 -0.6027
H: -5.4164 -0.8294 1.1266
H: -5.0034 1.3766 1.2413
H: -5.2611 1.2879 -0.4899
H: -4.3579 2.6480 0.1928
H: -3.7015 2.0468 -2.5364
H: -2.0028 1.7159 -2.8680
H: -2.7923 3.1391 -3.5704
H: -2.5176 5.1951 -2.5039
H: -1.8913 6.5587 -0.5401
H: -1.2768 5.4427 1.5807
H: -1.0299 3.5449 2.8985
H: -0.4019 2.1473 2.0444
H: -2.1036 2.1972 2.5204
C: 4.3668 4.2986 -0.1776
N: 3.0825 4.6460 -0.7368
C: 2.8964 5.8791 -1.4951
C: 1.3981 5.8437 -1.8107
N: 1.1054 4.4237 -1.6491
C: 2.0484 3.8133 -0.9116
S: 1.9452 2.2443 -0.3141
H: 5.1266 4.2522 -0.9617
H: 4.2882 3.3276 0.3043
H: 4.6633 5.0461 0.5591
H: 3.5111 5.8595 -2.4001
H: 3.1844 6.7451 -0.9002
H: 1.1753 6.1824 -2.8203
H: 0.8199 6.4399 -1.1012
H: 0.1600 4.0717 -1.6459
C: 2.7559 2.9744 3.4284
Si: 3.4567 1.2458 3.6366
C: 4.5284 1.2008 5.1733
C: 4.5873 0.8118 2.2077
As: 1.5959 -0.2162 3.6048
Si: 2.5171 -2.3751 3.9285
C: 3.5303 -2.8574 2.4342
C: 3.5795 -2.4697 5.4714
C: 1.0611 -3.5431 4.0330
Si: 0.5295 0.2340 5.6715
C: -0.9548 1.3133 5.2879
C: -0.0539 -1.3421 6.4966
C: 1.6006 1.1429 6.9055
H: 3.5636 3.7103 3.4637
H: 2.0523 3.2160 4.2289
H: 2.2384 3.0736 2.4726
H: 5.4641 1.7187 4.9465
H: 4.7802 0.1810 5.4686
H: 4.0724 1.6970 6.0278
H: 5.2705 1.6479 2.0334
H: 4.0569 0.5994 1.2815
H: 5.2015 -0.0531 2.4621
H: 4.1705 -2.0634 2.0555
H: 2.8698 -3.1778 1.6270
H: 4.1675 -3.7045 2.7015
H: 4.5704 -2.0535 5.2801
H: 3.7141 -3.5186 5.7477
H: 3.1557 -1.9484 6.3284
H: 0.4219 -3.4306 3.1547
H: 0.4581 -3.3983 4.9301
H: 1.4269 -4.5734 4.0353
H: -1.5991 0.8560 4.5384
H: -0.6397 2.2901 4.9159
H: -1.5452 1.4748 6.1931
H: -0.7521 -1.9124 5.8856
H: -0.5667 -1.0656 7.4218
H: 0.7749 -1.9975 6.7626
H: 1.9558 2.1045 6.5341
H: 2.4662 0.5496 7.2033
H: 1.0014 1.3333 7.7998
C: -3.9416 -0.3040 -9.6752
C: -2.6169 -0.7912 -9.1011
S: -2.8645 -1.3611 -7.4361
O: -3.6979 -2.5359 -7.4565
O: -3.2612 -0.2412 -6.6104
C: -1.2388 -1.8542 -6.8900
C: -1.3683 -2.5154 -5.5113
N: -0.7297 -1.7384 -4.4556
C: -1.3784 -1.0446 -3.4941
N: -0.5329 -0.4168 -2.6829
C: 0.7163 -0.6888 -3.1581
C: 0.6165 -1.5074 -4.2393
N: 1.6838 -2.0594 -5.0094
O: 2.8099 -1.7870 -4.6527
O: 1.3971 -2.7708 -5.9618
C: -2.8602 -0.9609 -3.4129
H: -3.7896 0.0437 -10.6954
H: -4.3386 0.5178 -9.0822
H: -4.6722 -1.1105 -9.6919
H: -1.8703 0.0019 -9.0542
H: -2.2166 -1.6406 -9.6551
H: -0.6410 -0.9443 -6.8409
H: -0.8035 -2.5296 -7.6225
H: -0.9411 -3.5120 -5.5314
H: -2.4153 -2.6147 -5.2298
H: 1.6199 -0.3145 -2.7082
H: -3.3273 -1.9441 -3.4518
H: -3.2545 -0.3760 -4.2457
H: -3.1172 -0.4834 -2.4723

Here are the Löwdin charges for atoms 1 to 6, given in e: 1.3238, 0.4498, -0.8512, -0.1059, -0.0603, -0.0658

Q: Which of these has the lowest molecular weight?
A: C46H74N5O23